[1]
The following is a DFT calculation (ωB97M-V/def2-TZVPD) of a gas-phase ion, C4H12N2O2P (charge +1).

For the total energy, the calculation gives -760.693036 Eh. As for the SMILES: OP(O)[C@H]1CNCC[NH2+]1. Its frontier orbital gap is 8.71 eV. As for the energy relative to the best compared isomer or geometry (same formula, charge and spin): 0.0 kcal/mol. As for the total charge: +1.

Element x y z (Å)
H  -0.23  2.91  -0.57
O  -0.24  2.18  -1.20
N  1.50  -0.70  -1.03
H  -2.58  1.26  1.17
C  -0.98  -0.52  -0.41
N  -0.61  -0.76  1.04
H  0.88  0.20  2.19
H  -0.09  -0.42  -2.36
H  -0.82  -1.74  1.24
H  2.73  -0.13  0.53
P  -1.59  1.23  -0.86
H  1.58  1.12  0.14
H  -1.86  -1.16  -0.60
H  -1.16  -0.23  1.70
H  1.95  -0.18  -1.77
C  0.84  -0.54  1.38
C  0.11  -0.95  -1.42
O  -2.44  1.87  0.44
H  1.31  -1.45  1.77
H  0.01  -2.03  -1.61
C  1.69  0.03  0.23

[2]
The following is a DFT calculation (ωB97M-V/def2-TZVPD) of a single C2H2OS molecule.

For the total energy, the calculation gives -550.735281 Eh. Its frontier orbital gap is 7.80 eV. As for the energy relative to the best compared isomer or geometry (same formula, charge and spin): 33.2 kcal/mol. As for the total charge: 0.

Element x y z (Å)
C  0.21  0.30  0.01
H  -0.14  0.25  -1.01
S  1.67  0.99  0.30
O  2.67  -0.92  2.05
C  2.83  -0.28  1.10
H  -0.33  -0.23  0.78

[3]
The following is a DFT calculation (ωB97M-V/def2-TZVPD) of 2 unconnected molecules or ions with the total composition C6H10N2.

For the total energy, the calculation gives -344.017706 Eh. As for the SMILES: C=NC(=C)C.CC#N. Its frontier orbital gap is 9.63 eV. As for the energy relative to the best compared isomer or geometry (same formula, charge and spin): 74.7 kcal/mol. As for the total charge: 0.

Element x y z (Å)
H  -0.29  -2.60  -0.64
C  -0.71  0.80  -0.43
C  2.19  -1.06  1.02
H  -1.85  2.11  0.86
H  2.61  -2.02  0.71
H  -1.17  0.73  1.69
N  -0.22  -0.61  -0.28
C  1.89  -0.24  -0.15
H  -1.82  -1.63  -1.10
H  1.22  -1.31  1.47
C  -1.41  1.14  -1.53
C  -0.81  -1.65  -0.69
H  -2.01  2.03  -1.54
N  2.02  0.78  -0.76
H  2.82  -0.50  1.71
H  -0.11  2.04  1.19
C  -0.98  1.45  0.90
H  -1.39  0.54  -2.42

[4]
The following is a DFT calculation (ωB97M-V/def2-TZVPD) of 2 unconnected molecules or ions with the total composition C25H28N3.

For the total energy, the calculation gives -1133.514232 Eh. Its frontier orbital gap is 6.92 eV. As for the energy relative to the best compared isomer or geometry (same formula, charge and spin): 0.0 kcal/mol. As for the total charge: +1.

Element x y z (Å)
H  5.21  4.39  0.45
C  1.66  -0.60  1.31
H  1.06  -0.43  2.20
H  1.38  -2.67  -4.69
C  1.59  -1.78  -0.92
H  -1.38  -2.28  2.34
H  -0.82  3.96  -0.31
H  5.46  3.54  -1.10
C  2.75  0.31  1.10
C  3.92  0.01  0.34
C  -2.35  2.39  -0.28
C  3.55  2.60  1.34
C  1.42  -2.43  -3.63
N  -3.40  3.23  -0.45
C  1.69  -3.70  3.08
H  5.71  0.80  -0.58
C  4.62  2.33  0.47
H  0.15  -4.60  -0.28
H  2.32  0.13  -1.54
H  -4.35  2.88  -0.51
C  1.92  -1.19  -3.22
H  -1.24  -4.73  1.53
C  -2.53  0.99  -0.15
H  -0.62  -5.20  3.11
C  5.51  3.44  0.00
N  0.59  -3.69  -0.22
H  2.33  -4.45  2.60
H  3.41  3.61  1.72
H  1.45  -4.07  4.09
C  -0.52  -2.52  2.98
H  1.87  1.78  2.41
H  0.32  -5.61  1.67
H  -0.02  -1.59  3.25
C  1.42  -1.73  0.53
H  -3.51  0.54  -0.24
H  -0.91  -2.98  3.91
C  2.68  1.60  1.70
H  4.10  -1.01  -0.01
H  -3.27  4.23  -0.52
C  -1.41  0.20  0.12
H  -1.53  -0.89  0.22
C  1.07  -3.02  -1.35
H  6.56  3.24  0.25
C  -0.32  -4.84  2.12
C  0.41  -3.50  2.28
C  0.79  -2.96  0.90
C  4.83  1.02  0.03
H  0.51  -4.32  -2.96
C  -1.03  2.90  -0.21
C  1.98  -0.84  -1.87
H  1.03  2.38  0.07
C  0.01  2.00  0.04
C  0.95  -3.36  -2.69
N  -0.17  0.70  0.28
H  2.27  -0.47  -3.97
H  2.26  -2.77  3.18

[5]
The following is a DFT calculation (ωB97M-V/def2-TZVPD) of a single C6H10N2O3 molecule.

For the total energy, the calculation gives -569.799648 Eh. As for the SMILES: CN1C=CCNC(O)(O)C1=O. Its frontier orbital gap is 9.21 eV. As for the energy relative to the best compared isomer or geometry (same formula, charge and spin): 68.5 kcal/mol. As for the total charge: 0.

Element x y z (Å)
C  -0.74  1.41  -0.01
H  2.40  -1.81  -0.45
H  -1.80  -2.43  -1.11
N  1.66  0.95  -0.84
C  1.69  -0.22  0.04
C  0.52  -1.30  -0.17
H  0.40  2.59  -1.25
H  1.29  2.52  0.28
H  -1.38  2.24  0.25
H  -0.99  -3.02  0.37
H  -2.47  0.12  0.39
O  2.85  -0.91  -0.22
O  0.87  -2.45  -0.33
C  -1.64  -2.19  -0.08
H  2.27  0.28  2.02
O  1.45  0.02  1.45
H  2.69  1.29  -0.93
N  -0.73  -1.00  -0.03
C  -1.32  0.20  0.10
H  -2.48  -2.07  0.57
C  0.66  1.92  -0.43

[6]
The following is a DFT calculation (ωB97M-V/def2-TZVPD) of a molecular structure, C38H67CrN6O2PSi.

For the total energy, the calculation gives -3642.593898 Eh. Its expectation value of S² is 6.04. Its frontier orbital gap (alpha / beta) is 6.01 / 6.38 eV. As for the spin multiplicity: 5. As for the energy relative to the best compared isomer or geometry (same formula, charge and spin): 12.5 kcal/mol. As for the total charge: 0.

Element x y z (Å)
H  1.82  -4.09  -3.82
H  -0.96  -1.81  -5.18
C  1.08  -2.32  -2.80
C  -3.58  -0.86  3.22
H  2.64  1.64  -1.53
H  -0.54  3.48  1.43
H  7.49  -2.61  -1.85
C  2.99  1.07  -0.67
H  7.71  -1.47  0.33
H  -3.93  2.60  -1.05
H  4.25  -3.53  1.76
C  -1.37  -3.09  -1.20
H  -0.06  0.96  2.02
H  -2.71  -1.52  3.33
H  -6.01  1.62  0.98
H  -0.98  4.09  3.61
Si  -0.51  -1.55  -1.97
N  3.97  -1.01  2.76
H  -2.06  -2.88  -4.30
H  0.42  4.96  1.65
H  -0.82  3.08  -1.27
H  -5.29  4.30  2.23
C  0.19  2.74  -1.00
H  -3.11  -0.20  -1.81
C  0.86  3.83  -0.18
C  1.34  5.02  -1.02
C  5.18  -1.41  3.31
H  5.07  1.45  -0.97
H  -6.77  3.90  1.36
C  -4.96  -2.23  1.84
H  -0.36  0.53  -4.22
H  0.30  -3.49  -4.48
H  -4.33  -3.11  1.74
N  -3.97  2.21  1.03
H  -5.98  -2.52  1.56
H  -3.54  -1.81  -2.43
H  2.28  -1.75  -1.06
H  0.31  -4.37  -2.95
C  -3.84  3.14  -0.11
H  -0.67  -3.61  -0.55
N  -3.63  -0.27  1.88
H  -3.86  -0.37  -3.40
H  1.67  -3.41  -1.00
H  2.07  4.70  -1.77
C  -4.87  -1.68  3.26
C  0.01  2.17  3.86
H  1.15  -1.11  -4.62
H  1.94  -0.36  -3.22
H  0.49  5.46  -1.56
N  2.04  0.49  0.06
H  -3.53  -0.10  3.99
H  0.71  2.62  -1.97
O  5.33  -1.43  4.51
H  1.80  5.80  -0.41
C  -4.43  -1.10  0.96
C  5.99  -2.42  1.18
C  -0.09  4.32  0.91
H  4.62  -4.90  -2.71
N  6.18  -1.76  2.43
C  5.73  -3.70  -1.30
C  -1.76  -0.93  -3.35
H  -3.15  3.17  3.33
C  -1.87  -1.83  -4.57
H  3.01  -3.00  -2.07
C  6.91  -2.18  0.16
H  0.42  1.72  4.76
C  -1.12  3.17  4.17
H  3.27  -0.90  3.48
H  1.61  -0.71  1.68
C  -1.37  0.48  -3.80
H  -2.21  -2.78  -0.58
C  4.70  0.28  0.79
C  2.06  -2.63  -1.66
C  -0.62  1.09  2.95
H  -2.07  0.85  -4.57
H  -1.75  -3.81  -1.94
H  -2.70  -1.51  -5.22
N  -1.96  1.59  2.65
C  4.96  -3.32  0.97
Cr  -0.05  0.68  -0.47
H  -5.67  4.11  -0.76
P  -2.84  1.08  1.36
C  5.58  -4.39  -2.63
H  -3.81  -1.47  0.15
H  -1.40  1.19  -2.96
H  -0.66  0.12  3.47
H  -0.90  4.91  0.47
H  4.00  -4.62  -0.43
H  -2.85  3.61  -0.09
O  -2.00  0.83  0.16
C  -5.69  3.73  1.39
C  4.83  -3.94  -0.27
H  7.03  -1.98  2.93
C  3.72  -0.33  1.56
H  2.73  -1.69  -4.08
H  -5.36  1.93  2.60
H  -5.23  -0.50  0.51
H  5.64  -3.67  -3.45
C  -2.41  2.48  3.71
C  0.85  -3.64  -3.55
H  -2.86  1.91  4.54
H  5.74  0.23  1.08
C  -5.33  2.26  1.56
H  -4.61  5.17  0.15
H  -1.16  3.43  5.23
C  6.77  -2.82  -1.06
H  0.83  2.67  3.34
H  6.37  -5.12  -2.78
H  -4.84  -2.45  4.03
C  4.32  0.97  -0.35
H  -5.71  -1.01  3.48
H  1.75  3.42  0.33
C  -4.99  4.15  0.09
C  2.40  -0.21  1.13
C  1.75  -1.31  -3.73
C  -3.15  -0.83  -2.70

[7]
The following is a DFT calculation (ωB97M-V/def2-TZVPD) of 2 unconnected molecules or ions with the total composition C5H11N3.

For the total energy, the calculation gives -361.279802 Eh. As for the SMILES: [H]/N=C\C(=C)C.[H]/N=C/N. Its frontier orbital gap is 8.60 eV. As for the energy relative to the best compared isomer or geometry (same formula, charge and spin): 68.8 kcal/mol. As for the total charge: 0.

Element x y z (Å)
H  -1.48  1.54  -0.05
H  1.91  -1.46  0.62
H  -0.36  1.68  -2.08
C  -0.68  -1.29  1.27
H  -0.09  -0.82  2.05
C  -0.14  -0.95  -0.09
H  -0.67  -2.37  1.44
H  1.36  0.83  -1.36
C  1.48  -0.85  -0.18
H  -1.75  -1.73  -1.22
H  -0.24  1.80  1.90
H  -0.35  -1.05  -2.18
H  1.27  1.78  0.98
H  -1.71  -0.96  1.37
N  0.24  1.78  -1.27
N  2.12  -0.08  -0.90
C  -0.77  -1.28  -1.22
C  -0.40  1.61  -0.14
N  0.27  1.83  1.03

Computed M (g/mol) in order:
151.1, 74.1, 110.2, 370.5, 158.2, 751.0, 113.2